The following is a DFT calculation (wB97M-V/def2-TZVPD) of a cluster of 2 separate species, C3H7N7O4 in total at a distorted geometry.

Each atom is followed by the atoms it is bonded to, with distances in Å.
Cartesian coordinates (Å):
1 C 0.65198 0.95856 1.35851  N4 1.388, N5 1.226, N7 1.542
2 C -0.61485 -0.38028 -0.26255  N6 1.315, N7 1.316, N8 1.447
3 C -0.30774 4.01087 -0.19151  O11 1.147, O13 1.136
4 N 0.38475 1.23643 2.69149  C1 1.388, N9 1.333, H19 1.036
5 N 1.71319 1.28921 0.84232  C1 1.226, N10 1.348
6 N 0.43463 -1.13200 -0.51089  C2 1.315, H15 1.047, H16 0.997
7 N -0.64149 0.62260 0.58958  C1 1.542, C2 1.316
8 N -1.83041 -0.73552 -0.96356  C2 1.447, H17 0.989, H18 1.021
9 N -0.19574 0.29344 3.43338  N4 1.333, O12 1.194, O14 1.220
10 N 1.89292 1.30103 -0.49356  N5 1.348, H20 1.084, H21 1.003
11 O 0.16372 3.49700 -1.10229  C3 1.147
12 O -0.59139 -0.71510 2.93100  N9 1.194
13 O -0.76311 4.53537 0.70789  C3 1.136
14 O -0.12523 0.48663 4.63599  N9 1.220
15 H 1.25951 -1.01264 0.12343  N6 1.047
16 H 0.22694 -1.85925 -1.16099  N6 0.997
17 H -1.97525 -1.70925 -1.05341  N8 0.989
18 H -2.46494 -0.17453 -0.39314  N8 1.021
19 H 0.80939 2.06922 3.13695  N4 1.036
20 H 0.95257 1.24830 -1.02932  N10 1.084
21 H 2.52369 2.01863 -0.79906  N10 1.003

Summary:
E_tot: -802.49758 Ha
Lowest unoccupied orbital energy (spin up / spin down): 0.012 / -0.097 hartree
Molecular weight: 205.134 g/mol
Kohn-Sham gap (spin up / spin down): 5.11 / 6.75 eV
Spin multiplicity: 3